# C47H66B2N12O2

A cluster of 12 separate species, C47H66B2N12O2 in total (ωB97M-V/def2-TZVPD, OMol25).

Output
HOMO energy, eV: -8.06
Calculated total energy, Eh: -2687.69571
HOMO-LUMO gap, eV: 7.53

The geometry in XYZ format:
```
129
Properties=species:S:1:pos:R:3:forces:R:3:mulliken_charge:R:1
N 1.698745 -5.140512 4.126758 0.1 0.4 -0.4 -0.4311
H 4.025776 0.302971 -10.708531 0.0 0.0 0.0 0.3348
H -0.858122 8.057447 0.479952 0.0 0.0 0.0 0.4069
C -10.110164 8.546365 -1.272718 0.0 0.0 0.0 -0.4896
C 2.860767 1.086450 -6.240252 0.0 0.0 0.0 -0.3095
C -2.734681 -6.231851 -3.709267 0.0 0.0 0.0 -0.4378
N 0.296635 -9.728230 2.387990 0.0 0.0 0.0 0.0148
C -8.832146 8.252728 0.539671 0.0 0.0 0.0 -0.2704
H -3.105753 -6.020594 -4.697937 0.0 0.0 0.0 0.4003
H -0.422876 -11.506393 3.318588 0.0 0.0 0.0 0.4183
H 2.801791 -7.346047 2.950904 -0.2 -0.1 0.0 0.2998
H 1.824233 7.836305 0.835902 0.0 0.0 0.0 0.4505
N -4.490971 5.196076 0.213573 0.1 0.0 0.0 -0.0237
H 2.856424 1.425867 -8.802787 0.0 0.0 0.0 0.1787
H 1.949527 1.450882 -4.238345 0.0 0.0 0.0 0.4288
O 1.453603 -3.548582 1.404194 0.4 -0.1 -0.7 -0.2594
C 3.081451 7.735175 3.938164 0.0 0.0 0.0 -0.5727
H -1.578611 -7.999486 -1.159585 0.0 0.0 0.0 0.4049
H 5.405535 1.778478 -0.600884 0.0 0.0 0.0 0.4465
C -1.472547 -9.578150 3.707392 0.0 0.0 0.0 -0.5466
N 0.329985 5.061406 0.030381 0.0 -0.1 0.0 0.1349
H -1.513768 0.723168 -1.811088 0.0 0.0 0.0 0.4712
C -1.942704 -7.307486 -1.899405 0.0 0.0 0.0 -0.4319
C 2.126975 9.581614 4.766743 0.0 0.0 0.0 -0.4767
C 1.140844 7.049789 0.566038 0.0 0.0 -0.1 -0.5894
C -5.778048 3.925147 -1.060331 0.0 0.0 0.0 -0.8479
C -0.549521 -10.445804 3.187919 0.0 0.0 0.0 -0.5989
C 1.757146 -6.380292 8.148305 0.0 0.0 0.0 -0.9756
C -1.173044 -8.286136 3.199397 0.0 0.0 0.0 -0.5125
B 2.627126 -5.994017 1.196686 0.1 -0.5 0.2 0.0350
C -1.128267 1.279721 0.265169 0.0 0.1 0.0 -0.8958
H 0.463906 -7.681728 1.812764 0.0 0.0 -0.1 0.7207
H 1.096676 -5.564408 8.386543 0.0 0.0 0.0 0.3756
C 3.647982 2.224389 -11.775885 0.0 0.0 0.0 -0.5436
H -2.273392 -9.839895 4.377681 0.0 0.0 0.0 0.4142
H 4.276618 -6.606338 2.439042 0.1 -0.2 0.0 0.3603
H -7.295102 5.536567 -1.399146 0.0 0.0 0.0 0.4083
N 3.311525 9.000104 4.408022 0.0 0.0 0.0 0.0066
H 1.073467 -10.108860 1.880148 0.0 0.0 0.0 0.2091
H -0.895722 -1.775807 -0.936404 0.0 0.0 0.0 0.5974
H -5.632963 6.994204 0.170530 0.0 0.0 0.0 0.3571
C 3.350357 1.137286 -0.960640 0.0 0.0 0.0 -0.4619
C 3.083584 -5.340534 3.680290 -0.2 -0.5 0.6 -0.4621
H -0.326847 -1.527006 1.698670 0.0 -0.1 0.0 0.7412
C 1.474817 5.741447 0.340776 0.1 0.0 0.0 -0.4513
H 3.334080 0.615783 -1.901980 0.1 0.0 0.0 0.3514
C -0.913034 -0.870942 -0.352144 0.1 0.0 0.0 -0.2170
H 3.892009 7.112441 3.600872 0.0 0.0 0.0 0.3991
H 2.692905 2.006810 -6.775236 0.0 0.1 0.1 0.4779
H 2.718276 -0.883811 -3.753925 0.0 0.0 0.0 0.1613
N 3.005164 1.872674 -9.688777 0.0 0.0 0.0 0.1611
C -0.734609 5.920861 0.051041 0.0 0.0 0.1 -0.5115
H -1.841722 -5.553928 -0.731026 -0.1 -0.1 0.1 0.2968
C -2.347523 -7.498174 -3.194186 0.0 0.0 0.0 -0.4932
H 3.890805 -2.003613 -5.656792 0.0 0.0 0.0 0.3852
C -2.553755 -5.313240 -2.709603 0.0 0.0 0.0 -0.4874
H 1.056824 -5.707928 3.582373 0.0 -0.1 0.1 0.0543
H -10.407380 8.609923 2.004270 0.0 0.0 0.0 0.3913
C -0.620319 -0.776587 0.983630 0.0 0.0 0.1 -0.9942
H -1.701078 -7.370353 3.406436 0.0 0.0 0.0 0.4302
N 2.191881 -7.241680 9.121209 0.0 0.0 0.0 0.0299
H 3.227100 -3.079214 0.374055 0.1 -0.1 0.0 0.3737
C 2.217514 -2.697979 0.536251 -0.2 0.0 0.3 -0.7708
N -8.848061 8.260669 -0.828359 0.0 0.0 0.0 0.0269
H 1.947976 -7.187623 10.092322 0.0 0.0 0.0 0.1749
H 0.077634 8.837843 4.704852 0.0 0.0 0.0 0.3875
C -1.237623 0.435449 -0.810124 0.1 0.0 -0.1 -0.8336
C -10.909199 8.727157 -0.175764 0.0 0.0 0.0 -0.4042
C 3.504305 -1.000733 -5.707314 0.0 0.0 0.0 -0.7064
H 3.950783 -0.229858 -7.695800 0.1 0.0 0.0 0.4267
H 3.454357 -8.959329 9.170777 0.0 0.0 0.0 0.3875
H 1.236019 6.599442 3.695728 0.0 0.0 0.0 0.4190
H -7.927213 8.042441 1.082846 0.0 0.0 0.0 0.2763
H 2.280891 -1.726457 1.011793 0.0 0.2 -0.1 0.2134
H -0.592123 0.892070 2.272142 0.0 0.0 0.0 0.2408
H 2.822450 4.305588 -11.839346 0.0 0.0 0.0 0.3856
C 3.833301 2.278902 0.913582 0.0 0.0 0.0 -0.8143
H 4.076690 2.076939 -12.752705 0.0 0.0 0.0 0.3850
H 0.282929 4.080874 -0.179408 0.1 0.0 -0.1 0.1941
H -10.329929 8.596269 -2.325041 0.0 0.0 0.0 0.3681
B 1.408437 -4.857916 0.918108 -0.5 0.5 0.4 0.6016
C 3.638288 1.305922 -10.759929 0.0 0.0 0.0 -0.3302
H 2.096650 10.583119 5.159526 0.0 0.0 0.0 0.3831
H 0.269932 -4.943587 -0.719273 -0.1 -0.1 0.3 0.2347
C 2.471392 0.837286 -4.952401 0.0 0.0 0.0 -0.7651
H 1.723241 -2.591567 -0.431332 0.0 0.1 -0.1 0.2104
H -3.879600 3.184311 -0.155965 0.0 0.0 0.0 0.3517
C -10.097404 8.541382 0.975302 0.0 0.0 0.0 -0.5010
H -3.735546 5.496107 0.802562 0.0 0.0 0.0 0.2703
H -8.054657 8.083932 -1.416766 0.0 0.0 0.0 0.2203
H -2.365775 -8.441006 -3.714216 0.0 0.0 0.0 0.4002
C -5.552953 5.972199 -0.158559 0.0 0.0 0.0 -0.4676
H -6.159294 3.081187 -1.609653 0.0 0.0 0.0 0.3945
H -11.959129 8.965570 -0.195796 0.0 0.0 0.0 0.3883
C 3.213896 -6.399755 2.592756 0.3 0.5 -0.4 -0.7196
H 4.212628 9.434526 4.479651 0.0 0.0 0.0 0.1881
C -6.371922 5.210552 -0.949528 0.0 0.1 0.0 -0.0809
H 3.662701 -5.683836 4.541000 0.1 0.0 0.1 0.4326
H 3.674281 -8.492797 6.513146 0.0 0.0 0.0 0.3704
C -4.618801 3.947409 -0.332251 0.0 0.0 0.0 -0.3362
H 2.083175 3.754095 -9.294262 0.0 0.0 0.0 0.3356
C 2.605524 3.140633 -10.008100 0.0 0.0 0.0 -0.3347
H 4.361740 2.820716 1.679894 0.0 0.0 0.0 0.4700
C 4.378960 1.734223 -0.278852 0.0 0.0 0.0 -0.6249
N 2.869171 -0.433275 -4.637353 0.0 0.0 0.0 0.1112
N -0.753856 0.532284 1.348770 0.0 0.0 0.0 0.1542
H 3.066381 -6.566454 0.238299 0.1 0.1 0.0 -0.1704
N 2.207942 1.299680 -0.228032 -0.1 -0.1 -0.1 0.6480
O 0.269616 -5.228300 0.208571 0.1 -0.1 -0.4 -0.5420
C 2.493349 1.988899 0.915833 -0.1 0.1 0.0 -0.5421
C 3.517237 -0.080846 -6.720228 0.0 0.0 0.0 -0.2426
C 3.100652 -7.923051 7.225708 0.0 0.0 0.0 -0.5993
C 1.127267 8.676814 4.525503 0.0 0.0 0.0 -0.4950
H -1.279541 2.342828 0.351049 -0.1 0.0 0.0 0.6293
H 1.719818 2.216975 1.629257 0.0 0.0 0.0 0.5119
C -0.077476 -8.412338 2.387930 0.0 0.0 0.0 -0.5940
C 3.010612 -8.186222 8.567371 0.0 0.0 0.0 -0.5249
H -2.729289 -4.251223 -2.683206 0.0 0.0 0.0 0.4001
C -0.263521 7.164683 0.381594 0.0 0.0 0.0 -0.5796
C 1.733249 7.504850 3.999130 0.0 0.0 0.0 -0.2385
H 3.551359 -4.405889 3.377388 -0.1 0.2 -0.2 0.2428
H -1.727566 5.572316 -0.176491 0.0 0.0 -0.1 0.5232
H 1.436526 -4.175924 3.962631 -0.1 -0.1 0.1 0.2446
C 2.991944 3.390125 -11.298167 0.0 0.0 0.0 -0.5345
H 2.424520 5.234577 0.374115 0.0 0.0 0.0 0.4186
H 1.292264 0.964881 -0.488686 0.0 0.0 0.0 0.0879
N -2.068250 -5.976477 -1.614546 0.0 0.1 0.0 -0.0141
C 2.304237 -6.775170 6.956775 0.1 0.0 -0.1 0.3817
H 2.147023 -6.292563 6.000087 -0.1 -0.1 0.2 0.4396
```
Forces are in eV/Å.